(1)
{"formula": "C4H11BS", "method": "wB97M-V/def2-TZVPD", "symbols": ["B", "C", "C", "C", "C", "S", "H", "H", "H", "H", "H", "H", "H", "H", "H", "H", "H"], "xyz": [[-1.016, -0.548, -1.307], [-0.902, 0.436, -0.110], [-1.239, -0.174, 1.276], [0.623, 0.743, -0.133], [1.286, -0.386, -0.799], [3.123, -0.336, -0.927], [-0.598, -0.333, -2.389], [-1.748, -1.462, -1.282], [-1.375, 1.330, -0.209], [-0.807, 0.406, 2.047], [-0.855, -1.154, 1.264], [-2.359, -0.117, 1.535], [1.216, 1.003, 0.770], [0.827, 1.627, -0.802], [1.020, -1.272, -0.190], [1.017, -0.511, -1.886], [3.407, -0.710, 0.374]], "de_lowest_kj_mol": 209.0, "homo_lumo_gap_ev": 9.66, "total_charge": 0, "multiplicity": 1, "e_lumo_ev": 0.4, "smiles": "B[C@@H](C)CCS"}



(2)
{"formula": "AgF3H8O4", "method": "wB97M-V/def2-TZVPD", "symbols": ["Ag", "F", "F", "F", "O", "H", "H", "O", "H", "H", "O", "H", "H", "O", "H", "H"], "xyz": [[-0.277, 0.789, 0.245], [0.971, 0.553, 2.144], [-2.052, -0.091, 1.000], [-1.009, 2.759, 0.267], [0.576, -1.345, -0.334], [0.074, -2.165, -0.326], [1.229, -1.436, -1.032], [-1.262, 0.449, -1.945], [-1.949, -0.215, -2.054], [-1.331, 1.036, -2.703], [-0.226, -1.817, 2.376], [0.234, -0.932, 2.441], [-1.130, -1.560, 2.141], [1.736, 1.494, -0.600], [1.895, 1.252, -1.517], [2.520, 1.231, -0.103]], "de_lowest_kj_mol": 0.0, "homo_lumo_gap_ev": [7.55, 7.20], "s2": 0.75, "total_charge": -1, "multiplicity": 2, "e_lumo_ev": [2.4, 2.4]}



(3)
{"formula": "C27H35N2OW", "method": "wB97M-V/def2-TZVPD", "symbols": ["C", "C", "C", "C", "C", "W", "C", "C", "H", "C", "H", "H", "C", "H", "H", "H", "C", "H", "H", "H", "C", "H", "H", "H", "C", "H", "H", "H", "C", "H", "H", "H", "C", "H", "H", "H", "C", "H", "H", "H", "C", "C", "C", "C", "H", "C", "H", "C", "H", "H", "H", "N", "C", "O", "C", "C", "C", "C", "N", "C", "H", "H", "H", "H", "H", "H"], "xyz": [[1.128, -2.032, 0.620], [1.710, -1.423, -0.543], [0.804, -1.618, -1.651], [-0.323, -2.357, -1.164], [-0.137, -2.591, 0.239], [-0.163, -0.395, -0.138], [-3.878, 1.017, -1.329], [-3.129, 0.597, -0.160], [-2.898, 1.329, 0.651], [-2.467, -0.687, -0.036], [-2.714, -1.430, -0.804], [-2.534, -1.166, 0.946], [-3.697, 2.586, -1.418], [-2.942, 2.867, -0.663], [-3.209, 2.824, -2.372], [-4.520, 3.319, -1.308], [-3.251, 0.382, -2.597], [-2.223, 0.055, -2.332], [-3.703, -0.460, -3.152], [-3.047, 1.145, -3.351], [3.084, -0.859, -0.544], [3.229, -0.258, 0.361], [3.856, -1.642, -0.492], [3.254, -0.215, -1.408], [1.011, -1.268, -3.082], [1.505, -0.298, -3.165], [1.583, -2.031, -3.630], [0.050, -1.209, -3.600], [-1.373, -3.013, -2.014], [-1.582, -2.435, -2.922], [-1.086, -4.030, -2.337], [-2.314, -3.141, -1.469], [-0.967, -3.507, 1.086], [-2.027, -3.470, 0.811], [-0.660, -4.564, 1.008], [-0.890, -3.236, 2.145], [1.810, -2.218, 1.937], [1.083, -2.369, 2.743], [2.473, -3.098, 1.930], [2.420, -1.342, 2.188], [1.019, 1.757, -1.016], [0.192, 3.004, -1.532], [2.301, 2.059, -1.545], [0.142, 2.767, -2.937], [-0.677, 3.617, -1.235], [2.488, 2.652, -2.845], [3.262, 1.906, -1.013], [1.368, 2.909, -3.617], [-0.754, 2.685, -3.573], [3.492, 2.893, -3.218], [1.425, 3.097, -4.688], [2.726, 2.002, 5.256], [2.454, 1.730, 3.941], [3.268, 1.918, 3.038], [1.113, 1.111, 3.666], [0.286, 0.568, 4.666], [-0.830, -0.158, 4.265], [-1.074, -0.382, 2.915], [-0.247, 0.117, 1.945], [0.787, 0.945, 2.317], [3.577, 2.515, 5.436], [2.022, 1.995, 5.981], [0.524, 0.686, 5.722], [-1.516, -0.600, 4.982], [-1.944, -0.968, 2.611], [1.332, 1.418, 1.492]], "homo_lumo_gap_ev": [5.25, 5.76], "s2": 2.19, "total_charge": 1, "multiplicity": 3, "e_lumo_ev": [-4.4, -4.2]}



(4)
{"formula": "C38H36MgN6O2S2Sb", "method": "wB97M-V/def2-TZVPD", "symbols": ["Mg", "C", "C", "C", "C", "C", "C", "N", "Sb", "C", "C", "C", "C", "C", "C", "N", "C", "C", "C", "C", "C", "C", "N", "H", "H", "H", "H", "H", "H", "H", "H", "H", "H", "H", "H", "H", "H", "H", "H", "H", "H", "O", "S", "C", "C", "C", "C", "S", "O", "C", "C", "C", "C", "C", "C", "C", "C", "C", "C", "C", "C", "H", "H", "H", "H", "H", "H", "H", "H", "H", "H", "H", "H", "H", "H", "H", "H", "H", "H", "N", "C", "C", "C", "N", "C", "N"], "xyz": [[0.250, -0.097, 0.251], [3.428, 0.326, 1.559], [2.899, -1.052, 1.750], [3.728, -2.038, 2.283], [3.211, -3.291, 2.553], [1.868, -3.510, 2.297], [1.111, -2.478, 1.757], [1.618, -1.293, 1.469], [-1.010, -2.894, 1.538], [-1.945, -0.992, 1.983], [-2.907, -1.011, 2.981], [-3.647, 0.134, 3.228], [-3.391, 1.250, 2.457], [-2.402, 1.188, 1.476], [-2.106, 2.392, 0.654], [-1.698, 0.080, 1.244], [-1.073, -2.591, -0.603], [-1.343, -3.703, -1.391], [-1.502, -3.538, -2.757], [-1.450, -2.251, -3.258], [-1.204, -1.185, -2.393], [-1.235, 0.210, -2.902], [-0.982, -1.367, -1.094], [4.492, 0.314, 1.333], [2.850, 0.835, 0.797], [3.298, 0.873, 2.494], [4.758, -1.805, 2.506], [3.826, -4.067, 2.983], [1.399, -4.457, 2.529], [-3.065, -1.910, 3.561], [-4.402, 0.149, 3.998], [-3.930, 2.170, 2.617], [-1.975, 3.258, 1.301], [-1.196, 2.210, 0.096], [-2.934, 2.600, -0.022], [-1.428, -4.679, -0.932], [-1.682, -4.380, -3.408], [-1.617, -2.059, -4.306], [-0.986, 0.261, -3.960], [-2.236, 0.616, -2.763], [-0.550, 0.809, -2.316], [1.644, -1.099, -1.212], [2.863, -1.910, -1.463], [4.233, -0.717, -1.886], [4.016, 0.199, -3.083], [2.803, 1.126, -2.939], [3.008, 2.249, -1.939], [1.389, 2.789, -1.218], [0.684, 1.488, -0.966], [0.558, 3.446, -2.714], [-0.830, 3.446, -2.705], [-1.530, 4.003, -3.760], [-0.854, 4.589, -4.815], [0.529, 4.605, -4.816], [1.235, 4.048, -3.762], [2.707, -2.573, -3.145], [3.548, -3.611, -3.510], [3.543, -4.071, -4.816], [2.688, -3.502, -5.747], [1.819, -2.494, -5.363], [1.820, -2.030, -4.057], [5.098, -1.362, -2.046], [4.387, -0.150, -0.969], [3.877, -0.405, -3.982], [4.918, 0.798, -3.238], [1.956, 0.535, -2.592], [2.553, 1.542, -3.916], [3.516, 3.120, -2.346], [3.563, 1.903, -1.068], [-1.372, 3.010, -1.883], [-2.608, 3.994, -3.752], [-1.399, 5.038, -5.629], [1.063, 5.063, -5.631], [2.309, 4.094, -3.779], [4.209, -4.053, -2.780], [4.210, -4.866, -5.111], [2.690, -3.853, -6.767], [1.150, -2.053, -6.087], [1.148, -1.246, -3.747], [0.641, 1.272, 1.667], [0.462, 1.696, 2.740], [0.275, 2.219, 3.973], [-0.980, 2.747, 4.272], [-2.044, 3.149, 4.448], [1.340, 2.171, 4.875], [2.256, 2.088, 5.565]], "de_lowest_kj_mol": 7.4, "homo_lumo_gap_ev": 7.33, "total_charge": 1, "multiplicity": 1, "e_lumo_ev": -2.4}